Record 1
{
  "formula": "C16H31BaF3O3P2S",
  "method": "ωB97M-V/def2-TZVPD",
  "de_lowest_kj_mol": 468.6,
  "homo_energy_ev": [-3.627, -4.672],
  "symbols": ["P", "P", "C", "C", "H", "H", "H", "H", "C", "H", "H", "H", "C", "H", "H", "H", "C", "H", "H", "H", "C", "H", "H", "H", "Ba", "C", "C", "C", "C", "C", "C", "C", "C", "C", "H", "H", "H", "H", "H", "H", "H", "H", "H", "H", "H", "H", "H", "H", "H", "F", "C", "F", "F", "S", "O", "O", "O"],
  "xyz": [[1.23770, -1.90082, -2.02263], [1.65466, 2.65651, -1.47452], [1.52680, -0.27968, -2.85948], [2.17955, 0.88744, -2.04544], [0.65235, 0.04307, -3.43020], [2.26048, -0.52717, -3.65055], [2.57616, 0.48870, -1.09311], [3.12497, 1.11549, -2.58350], [-0.07982, 3.14396, -1.85564], [-0.71124, 2.93699, -0.99182], [-0.49670, 2.66464, -2.71915], [-0.08667, 4.21604, -2.02889], [2.49109, 3.58355, -2.83061], [1.80657, 3.70624, -3.66380], [3.40683, 3.12387, -3.19772], [2.79860, 4.57408, -2.50598], [-0.10342, -3.09852, -2.35034], [-0.25666, -3.66633, -1.41752], [0.09898, -3.85248, -3.10728], [-1.10075, -2.67454, -2.59936], [2.83711, -2.71838, -1.81542], [3.68067, -2.01359, -1.79388], [3.09010, -3.44800, -2.58873], [2.82853, -3.26847, -0.86363], [-2.20770, -0.07934, -3.08880], [-0.83099, 1.54980, -5.09537], [-2.16886, 1.61977, -5.16978], [-2.99859, 0.85735, -6.17069], [-2.49737, -0.57007, -6.47292], [-1.72222, -1.34228, -5.44090], [-0.36885, -1.37980, -5.35951], [0.54149, -0.41347, -6.02207], [0.04678, 1.04534, -6.21534], [0.72529, -1.44390, -0.34880], [-0.30546, 1.98630, -4.26199], [-2.77461, 2.40534, -4.67657], [-3.07397, 1.40735, -7.12889], [-4.02517, 0.86156, -5.76287], [-3.39749, -1.17637, -6.69495], [-1.89421, -0.46951, -7.38663], [-2.28031, -2.13022, -4.90045], [0.11344, -2.30622, -4.97394], [0.85559, -0.85291, -6.97184], [1.48994, -0.34896, -5.48996], [0.96633, 1.67554, -6.30971], [-0.43502, 1.13492, -7.20864], [0.59967, -0.38360, -0.22530], [1.46602, -1.81905, 0.37252], [-0.24993, -1.86906, -0.06240], [-0.35451, 1.35060, 2.06487], [-1.31499, 0.41098, 1.89566], [-0.70194, -0.80017, 1.92339], [-2.17202, 0.48782, 2.92222], [-2.18690, 0.72512, 0.29754], [-3.08509, -0.41325, 0.11776], [-2.76270, 2.03362, 0.42667], [-1.12092, 0.67816, -0.76118]]
}

***

Record 2
{
  "formula": "C20H60F2NO14S2V",
  "method": "ωB97M-V/def2-TZVPD",
  "multiplicity": 5,
  "total_charge": 2,
  "homo_energy_ev": [-13.331, -13.331],
  "symbols": ["V", "N", "S", "O", "O", "F", "S", "O", "O", "F", "C", "C", "O", "H", "H", "H", "H", "H", "H", "C", "C", "O", "H", "H", "H", "H", "H", "H", "C", "C", "O", "H", "H", "H", "H", "H", "H", "C", "C", "O", "H", "H", "H", "H", "H", "H", "C", "C", "O", "H", "H", "H", "H", "H", "H", "C", "C", "O", "H", "H", "H", "H", "H", "H", "C", "C", "O", "H", "H", "H", "H", "H", "H", "C", "C", "O", "H", "H", "H", "H", "H", "H", "C", "C", "O", "H", "H", "H", "H", "H", "H", "C", "C", "O", "H", "H", "H", "H", "H", "H"],
  "xyz": [[2.85225, -0.41747, 1.79187], [1.38267, -0.22796, 0.44253], [0.59009, -0.67170, -0.78339], [1.01278, 0.03052, -2.02236], [-0.75933, -1.21411, -0.61176], [1.45598, -2.09374, -0.97583], [0.17821, 1.03659, 0.72895], [-0.96513, 0.56465, 1.51108], [-0.02459, 2.21106, -0.17400], [1.17045, 1.73268, 1.82115], [-0.60617, 2.26808, -4.63629], [-1.33050, 1.54726, -5.74214], [-0.95757, 2.16055, -7.00316], [-1.27554, 2.22643, -3.77705], [-0.53999, 3.35361, -4.70937], [0.26579, 1.72483, -4.27207], [-2.41587, 1.60564, -5.66055], [-1.07858, 0.48804, -5.69032], [-1.73035, 2.40453, -7.51784], [-3.71929, -4.55831, -3.61570], [-3.04675, -3.67811, -2.60377], [-2.76426, -2.44303, -3.12952], [-3.04420, -4.65303, -4.46621], [-4.65242, -4.22595, -4.07057], [-3.88436, -5.58814, -3.29899], [-2.14254, -4.19919, -2.28916], [-3.74123, -3.58659, -1.76866], [-2.21313, -1.92307, -2.54002], [3.42535, 3.96314, 1.42920], [3.93875, 2.64405, 0.78927], [4.02830, 1.50086, 1.75062], [4.17869, 4.32356, 2.12968], [2.53030, 3.75585, 2.01573], [3.29311, 4.69520, 0.63252], [4.77338, 2.82041, 0.11076], [3.15118, 2.29863, 0.11955], [4.82797, 1.60156, 2.27214], [-1.55311, -4.74975, 1.12466], [-2.37908, -5.70670, 0.33580], [-2.44165, -7.00243, 1.02156], [-0.57277, -5.14979, 1.38351], [-2.01848, -4.66385, 2.10657], [-1.36157, -3.84382, 0.54960], [-1.83790, -5.82401, -0.60305], [-3.36577, -5.31091, 0.09518], [-3.07195, -7.44751, 0.45039], [1.22260, -1.74319, -4.84207], [1.17757, -1.96497, -6.27586], [0.53835, -3.28850, -6.41541], [0.18785, -1.59447, -4.53342], [1.79006, -0.85661, -4.55912], [1.65651, -2.57282, -4.28391], [2.21141, -1.93019, -6.61947], [0.70734, -1.13680, -6.80607], [-0.31914, -3.17858, -5.99801], [0.29622, -3.15640, 3.94800], [0.58856, -2.39128, 2.73740], [2.00990, -2.34803, 2.58554], [0.66659, -4.18036, 3.89860], [-0.76384, -3.15621, 4.20172], [0.59919, -2.83304, 4.94386], [0.03352, -1.45621, 2.66198], [0.34534, -2.96891, 1.84560], [2.38433, -3.23144, 2.55396], [0.72857, 4.82246, -2.07092], [2.25863, 4.76287, -2.31024], [2.85585, 5.97338, -2.02449], [0.16887, 5.55632, -2.65082], [0.53706, 5.11147, -1.03753], [0.23780, 3.85758, -2.19841], [2.37561, 4.49112, -3.35932], [2.70821, 4.05347, -1.61544], [2.39577, 6.72617, -2.40294], [-3.69159, -1.20305, 2.40999], [-4.83338, -1.31128, 3.39354], [-5.21084, -2.66249, 3.36561], [-3.83923, -1.72696, 1.46562], [-2.82134, -1.76741, 2.74504], [-3.49743, -0.15110, 2.20067], [-5.72187, -0.75765, 3.08994], [-4.61993, -0.92018, 4.38832], [-5.91151, -2.81132, 2.72646], [-0.50839, 4.92040, 1.86354], [-0.04306, 5.51788, 3.14816], [-0.57093, 4.72883, 4.32831], [0.08442, 5.21714, 0.99831], [-1.52883, 5.28478, 1.74506], [-0.46581, 3.83132, 1.87784], [-0.43731, 6.52686, 3.26908], [1.04196, 5.58185, 3.23023], [-0.51835, 5.37936, 5.03233], [3.88152, 0.83119, 5.80259], [3.16230, -0.26042, 4.91378], [2.45516, 0.29947, 3.90893], [4.51096, 0.36017, 6.55760], [3.08835, 1.50110, 6.13456], [4.55105, 1.45114, 5.20635], [2.55024, -1.00464, 5.42330], [3.84841, -0.92457, 4.38817], [1.88543, 0.92458, 4.36307]]
}

***

Record 3
{
  "formula": "C6H14",
  "method": "ωB97M-V/def2-TZVPD",
  "de_lowest_kj_mol": 31.8,
  "smiles": "CC(C)C(C)C",
  "homo_energy_ev": -10.691,
  "symbols": ["C", "C", "C", "C", "C", "C", "H", "H", "H", "H", "H", "H", "H", "H", "H", "H", "H", "H", "H", "H"],
  "xyz": [[1.46133, -1.45016, -0.01034], [0.69452, -0.16837, -0.37276], [0.02624, -0.25891, -1.74142], [-0.17330, 0.36692, 0.77793], [-0.35122, 1.87332, 0.61226], [-1.51661, -0.34110, 0.94694], [1.29259, -1.82074, 1.00883], [1.34151, -2.28481, -0.71172], [2.48367, -1.09719, -0.07370], [1.48015, 0.59682, -0.49883], [-0.86153, -0.90130, -1.75297], [0.74269, -0.67473, -2.46039], [-0.25225, 0.73938, -2.09352], [0.40816, 0.19881, 1.69816], [-0.93954, 2.09778, -0.28564], [0.62633, 2.35859, 0.50055], [-0.85878, 2.31716, 1.47367], [-1.39831, -1.42577, 1.06049], [-2.03571, 0.03382, 1.83708], [-2.16993, -0.15951, 0.08537]]
}

***

Record 4
{
  "formula": "C25H70O15",
  "method": "ωB97M-V/def2-TZVPD",
  "de_lowest_kj_mol": 265.4,
  "smiles": "CC(C)O.CC(C)O.CC(C)O.CC(C)O.CC(C)O.OCCO.OCCO.OCCO.OCCO.OCCO",
  "homo_energy_ev": -9.958,
  "symbols": ["C", "C", "C", "O", "H", "H", "H", "H", "H", "H", "H", "H", "C", "C", "C", "O", "H", "H", "H", "H", "H", "H", "H", "H", "C", "C", "C", "O", "H", "H", "H", "H", "H", "H", "H", "H", "C", "C", "C", "O", "H", "H", "H", "H", "H", "H", "H", "H", "C", "C", "C", "O", "H", "H", "H", "H", "H", "H", "H", "H", "O", "C", "C", "O", "H", "H", "H", "H", "H", "H", "O", "C", "C", "O", "H", "H", "H", "H", "H", "H", "O", "C", "C", "O", "H", "H", "H", "H", "H", "H", "O", "C", "C", "O", "H", "H", "H", "H", "H", "H", "O", "C", "C", "O", "H", "H", "H", "H", "H", "H"],
  "xyz": [[6.00334, 1.18609, -8.15372], [5.62892, 0.24028, -6.96163], [4.82435, 0.87544, -5.85503], [4.82190, -0.81217, -7.42452], [6.60548, 2.03885, -7.84016], [5.09065, 1.67066, -8.50053], [6.41531, 0.64485, -9.00544], [6.52703, -0.21006, -6.53890], [5.36364, 1.51247, -5.15398], [4.25763, 0.19835, -5.21590], [3.98616, 1.46886, -6.22025], [5.11575, -1.62759, -7.01179], [0.18930, 0.16154, 0.34842], [0.80230, 0.85198, 1.60415], [-0.19736, 1.67660, 2.45419], [1.29778, -0.19037, 2.35789], [-0.74959, -0.34748, 0.56632], [0.85397, -0.48557, -0.22391], [-0.15994, 0.96028, -0.30590], [1.57946, 1.55302, 1.29977], [-0.70377, 2.42626, 1.84621], [0.38486, 2.11486, 3.26477], [-0.86620, 0.95009, 2.91566], [1.88794, -0.74342, 1.84072], [-1.75854, -6.37549, 1.48768], [-2.83040, -5.79655, 2.30958], [-4.09180, -6.67699, 2.64234], [-2.26582, -5.22098, 3.44910], [-2.11079, -6.87596, 0.58570], [-1.26458, -7.19215, 2.01415], [-0.94932, -5.71323, 1.17999], [-3.24818, -4.93742, 1.78476], [-4.94265, -6.09553, 2.99740], [-3.80583, -7.40256, 3.40383], [-4.50373, -7.05971, 1.70856], [-1.54344, -4.65034, 3.17680], [4.84751, -0.97163, 7.96698], [4.59212, 0.55332, 8.27438], [5.82422, 1.09751, 9.08028], [4.58053, 1.30262, 7.10341], [3.89531, -1.43070, 7.70112], [5.19900, -1.53568, 8.83092], [5.61214, -1.08097, 7.19790], [3.70518, 0.66886, 8.89735], [6.78285, 0.85667, 8.62077], [5.85203, 0.70612, 10.09719], [5.76640, 2.18019, 9.19237], [3.93991, 0.89903, 6.51322], [-2.19799, 3.18444, -8.29665], [-3.27678, 2.30544, -7.81567], [-4.68781, 2.87674, -7.93179], [-3.33831, 1.11725, -8.57935], [-1.22280, 2.69857, -8.32885], [-2.20202, 3.94568, -7.51651], [-2.53259, 3.55973, -9.26376], [-3.03469, 2.03442, -6.78804], [-4.92899, 3.61738, -7.16931], [-5.47384, 2.12434, -7.99643], [-4.77041, 3.46500, -8.84570], [-2.42773, 0.89212, -8.78373], [3.83499, -7.78902, -2.55755], [3.19560, -7.84766, -3.84392], [3.50269, -6.58612, -4.72186], [4.77713, -6.44403, -5.26178], [3.76131, -8.63942, -2.11825], [3.53067, -8.76108, -4.33534], [2.13658, -7.95951, -3.61140], [3.30976, -5.73735, -4.06576], [2.77986, -6.47920, -5.53068], [5.44845, -6.40236, -4.57681], [-8.31794, 1.06981, 9.26264], [-8.02423, 2.30062, 8.62331], [-6.62993, 2.16044, 7.95967], [-6.60941, 1.13792, 6.95020], [-9.26242, 0.89898, 9.28250], [-8.72051, 2.45386, 7.79879], [-8.17089, 3.07950, 9.37159], [-5.90351, 1.84952, 8.71050], [-6.27579, 3.12282, 7.59021], [-6.77011, 0.30456, 7.39886], [-7.79485, 2.09543, 1.00428], [-6.93300, 2.34915, -0.03184], [-7.74086, 2.91411, -1.20496], [-8.52280, 1.98365, -2.01116], [-7.28164, 1.95348, 1.80307], [-6.15390, 3.02524, 0.32031], [-6.45408, 1.41615, -0.32894], [-7.05035, 3.53057, -1.78053], [-8.52758, 3.55074, -0.80018], [-8.02978, 1.25962, -2.40398], [-2.36992, 10.21553, 0.82149], [-1.82384, 8.96573, 1.15259], [-1.62427, 8.30824, -0.24614], [-2.83083, 7.68795, -0.69537], [-2.28293, 10.76621, 1.60301], [-0.81459, 9.09674, 1.54292], [-2.42067, 8.42791, 1.88923], [-0.80984, 7.58420, -0.27035], [-1.30667, 9.09686, -0.92827], [-3.34488, 8.21634, -1.31032], [8.43738, -4.25041, -1.61715], [8.11914, -3.11896, -0.86053], [7.30183, -3.36520, 0.40082], [5.90818, -3.56627, 0.08304], [9.14112, -4.75061, -1.19743], [9.07118, -2.66263, -0.58943], [7.52589, -2.44259, -1.47590], [7.27732, -2.55449, 1.12900], [7.76465, -4.18713, 0.94702], [5.83119, -4.46125, -0.25563]]
}

***

Record 5
{
  "formula": "C5H8N2",
  "method": "ωB97M-V/def2-TZVPD",
  "de_lowest_kj_mol": 420.2,
  "smiles": "C1=NN[C@@H]2C[C@H]2C1",
  "homo_energy_ev": -8.995,
  "symbols": ["C", "N", "N", "C", "C", "C", "C", "H", "H", "H", "H", "H", "H", "H", "H"],
  "xyz": [[1.48595, 0.60080, 0.09876], [1.50045, -0.68928, -0.07104], [0.39983, -1.48738, -0.21404], [-0.64530, -0.57051, 0.30635], [-2.07486, -0.10662, 0.11362], [-0.80178, 0.62858, -0.47449], [0.27945, 1.51023, 0.02050], [2.55098, 1.04433, 0.26273], [0.59781, -2.22586, 0.41996], [-0.29032, -0.20895, 1.29768], [-2.86502, -0.44709, -0.55848], [-2.47504, 0.27105, 1.08060], [-0.87488, 0.36254, -1.53727], [0.45381, 2.37477, -0.49896], [0.14000, 1.69092, 1.14080]]
}

***

Record 6
{
  "formula": "C4HNO",
  "method": "ωB97M-V/def2-TZVPD",
  "de_lowest_kj_mol": 37.1,
  "smiles": "C#CC(=O)C#N",
  "homo_energy_ev": -11.545,
  "symbols": ["C", "C", "C", "O", "C", "N", "H"],
  "xyz": [[1.90607, 0.31111, -0.21503], [0.72248, 0.14765, -0.07869], [-0.56451, -0.46387, 0.12069], [-0.65512, -1.65427, 0.30001], [-1.73408, 0.42388, 0.09088], [-2.60992, 1.17503, 0.05384], [2.93508, 0.06047, -0.27169]]
}